{
  "formula": "C58H47CrN5O5Te",
  "method": "ωB97M-V/def2-TZVPD",
  "species": ["Cr", "C", "O", "C", "C", "C", "C", "C", "C", "C", "C", "C", "C", "C", "N", "C", "C", "C", "C", "C", "C", "C", "C", "C", "C", "O", "C", "C", "C", "C", "N", "C", "C", "C", "C", "C", "C", "O", "C", "C", "C", "C", "C", "C", "C", "N", "C", "C", "N", "C", "C", "C", "C", "O", "C", "C", "C", "H", "H", "H", "H", "H", "H", "H", "H", "H", "H", "H", "H", "H", "H", "H", "H", "H", "H", "H", "H", "H", "H", "H", "H", "H", "H", "H", "H", "H", "H", "H", "H", "H", "H", "H", "H", "O", "C", "N", "C", "C", "C", "C", "C", "C", "Te", "C", "C", "C", "H", "H", "H", "H", "H", "H", "H", "H", "H", "H", "H"],
  "xyz": [[0.016, -0.755, -1.493], [4.681, 0.202, -10.097], [4.880, 0.772, -8.813], [3.837, 0.541, -7.903], [4.117, 0.925, -6.596], [3.238, 0.656, -5.582], [1.993, 0.024, -5.839], [1.753, -0.351, -7.134], [2.590, -0.081, -8.193], [1.132, -0.321, -4.659], [0.274, 0.619, -4.158], [0.034, 1.868, -4.827], [-0.907, 2.539, -4.076], [-1.197, 1.697, -2.929], [-0.434, 0.520, -2.983], [-2.031, 2.024, -1.927], [-2.308, 1.180, -0.828], [-3.173, 1.515, 0.194], [-3.061, 0.568, 1.167], [-2.061, -0.319, 0.748], [-1.616, -1.434, 1.553], [-2.206, -1.643, 2.925], [-3.390, -2.309, 3.111], [-4.030, -2.471, 4.338], [-3.406, -1.950, 5.448], [-3.897, -2.159, 6.743], [-4.954, -3.040, 6.842], [-2.227, -1.203, 5.301], [-1.655, -1.029, 4.052], [-0.709, -2.370, 1.055], [-0.054, -2.361, -0.170], [0.817, -3.381, -0.193], [1.577, -3.808, -1.252], [2.498, -4.912, -1.067], [2.016, -6.192, -0.983], [2.833, -7.326, -0.833], [4.208, -7.158, -0.692], [5.129, -8.177, -0.534], [4.611, -9.479, -0.177], [4.743, -5.873, -0.702], [3.896, -4.786, -0.871], [1.614, -3.181, -2.554], [2.358, -3.614, -3.661], [2.223, -2.593, -4.598], [1.406, -1.608, -4.060], [1.014, -1.961, -2.767], [0.771, -4.099, 1.085], [-0.205, -3.460, 1.847], [-1.589, 0.019, -0.510], [-2.580, 3.383, -1.795], [-3.787, 3.722, -2.454], [-4.408, 4.949, -2.176], [-3.777, 5.879, -1.386], [-4.364, 7.118, -1.057], [-5.693, 7.317, -1.555], [-2.561, 5.564, -0.780], [-1.997, 4.337, -0.999], [5.625, 0.340, -10.590], [3.885, 0.689, -10.646], [4.451, -0.876, -10.036], [5.092, 1.350, -6.340], [3.466, 1.015, -4.546], [0.814, -0.870, -7.330], [2.337, -0.450, -9.150], [0.391, 2.158, -5.756], [-1.314, 3.527, -4.259], [-3.702, 2.448, 0.177], [-3.638, 0.559, 2.065], [-3.834, -2.764, 2.208], [-4.945, -2.999, 4.310], [-5.194, -3.157, 7.895], [-4.630, -3.998, 6.407], [-5.861, -2.617, 6.377], [-1.740, -0.729, 6.184], [-0.791, -0.418, 3.989], [0.991, -6.367, -1.034], [2.415, -8.297, -0.823], [5.445, -10.160, -0.037], [3.990, -9.806, -1.004], [3.986, -9.509, 0.717], [5.780, -5.767, -0.428], [4.338, -3.813, -0.933], [2.848, -4.552, -3.781], [2.649, -2.570, -5.596], [1.268, -5.059, 1.284], [-0.552, -3.777, 2.845], [-4.233, 2.909, -3.036], [-5.358, 5.179, -2.620], [-5.981, 8.305, -1.277], [-6.448, 6.651, -1.054], [-5.747, 7.230, -2.641], [-1.989, 6.267, -0.213], [-1.054, 4.122, -0.471], [4.001, -0.271, -0.441], [2.852, -0.099, -0.646], [1.676, 0.033, -0.783], [-0.504, 5.665, 8.525], [-0.202, 4.800, 7.343], [-0.867, 4.945, 6.150], [-0.606, 4.151, 5.017], [-1.478, 4.247, 3.816], [0.486, 3.276, 5.065], [1.220, 2.309, 3.331], [1.119, 3.071, 6.287], [2.293, 2.109, 6.472], [0.876, 3.903, 7.378], [-0.437, 5.058, 9.467], [-1.480, 6.064, 8.486], [0.254, 6.418, 8.632], [-1.708, 5.618, 6.119], [-2.346, 4.890, 3.940], [-1.876, 3.251, 3.587], [-0.980, 4.624, 2.931], [1.926, 1.091, 6.303], [2.560, 2.107, 7.549], [3.076, 2.343, 5.784], [1.407, 3.674, 8.283]],
  "forces_ev_per_a": [[0.4, -0.1, 0.7], [0.1, -0.4, 0.7], [-1.3, -0.4, 0.3], [-0.2, -0.3, -0.6], [0.8, 0.0, 0.0], [-1.1, 0.4, 1.1], [1.2, 0.3, 1.1], [-1.5, -0.3, 0.0], [2.3, 0.8, 0.7], [0.2, -0.7, -0.1], [0.8, -0.7, -0.2], [-2.4, 0.7, 2.2], [1.3, -0.8, -0.6], [1.1, -0.4, -0.5], [-0.7, 0.9, -0.8], [-0.2, -0.1, 0.9], [1.7, -0.8, -0.3], [-0.5, 0.6, 0.0], [-0.2, 0.3, 0.2], [0.4, -1.4, 0.6], [0.2, -0.2, -1.4], [0.3, 1.0, -0.2], [-0.6, -0.8, -1.3], [1.0, 0.3, -0.8], [0.0, 0.0, 1.1], [1.2, 1.2, -0.6], [-0.5, -0.3, 0.0], [0.1, 0.2, 0.8], [-0.6, -0.5, 0.5], [0.1, 0.7, 0.6], [-1.1, 1.5, -0.1], [0.3, -1.4, 0.8], [0.1, 1.3, -1.2], [1.5, -1.2, 0.7], [1.3, -1.2, 0.0], [0.9, 1.0, 0.1], [-0.2, -0.2, 0.0], [-0.4, -0.8, 0.8], [0.0, 0.9, -0.7], [-0.8, 0.1, 0.4], [-0.2, 0.0, -0.7], [-0.3, 0.1, 1.8], [-0.7, 1.0, -0.3], [0.4, -0.7, -0.7], [-0.4, 1.1, 0.9], [0.4, -0.3, -1.6], [-1.6, 0.5, 0.8], [1.5, -1.8, -0.5], [-0.8, 0.7, 0.5], [-1.8, 0.2, -1.7], [0.8, -0.4, 1.2], [0.1, -0.7, -0.9], [-0.3, 0.9, 1.0], [-0.3, -0.8, -0.7], [0.1, -0.8, 0.8], [-0.3, 0.5, -0.6], [1.4, -0.2, 0.9], [0.3, 0.0, -0.5], [-0.2, 0.2, -0.2], [0.1, 0.3, 0.1], [-0.3, 0.0, -0.3], [-0.2, -0.6, -1.0], [0.2, 0.0, -0.1], [-0.1, -0.1, -0.9], [0.8, 0.4, -1.4], [-0.1, -0.2, 0.1], [-0.5, 0.0, 0.3], [0.1, -0.3, 0.5], [0.0, 0.3, 0.6], [-0.7, -0.4, 0.4], [0.2, -0.1, 0.1], [-0.6, 0.0, 0.0], [0.2, -0.4, -0.2], [-0.6, -0.5, -0.7], [0.8, 0.5, -0.3], [-1.7, -0.1, -0.2], [-0.5, -0.8, 0.1], [0.2, 0.2, -0.1], [-0.1, -0.5, -0.2], [0.1, 0.5, 0.2], [0.2, 0.2, -0.3], [0.1, 0.5, 0.2], [0.3, -0.4, 0.1], [-0.1, 0.0, 0.2], [-0.1, 0.8, 0.1], [0.2, 0.4, -0.7], [-0.1, 0.6, 0.0], [-0.2, -0.1, -0.1], [0.1, 0.8, 0.2], [0.8, 0.2, -0.6], [0.0, -0.1, 0.0], [-0.2, 0.5, 0.4], [-0.5, -0.1, -0.3], [0.9, 0.2, -0.1], [-1.1, -0.5, 0.2], [-0.4, 0.1, -0.4], [0.9, -1.7, 1.1], [1.3, 0.0, 0.1], [-0.7, -0.7, -0.6], [0.3, 0.7, 0.9], [-0.6, -0.1, -0.3], [-0.2, -0.5, -0.7], [-0.2, -0.2, -0.1], [1.7, 0.6, 0.9], [-1.8, -0.3, 1.0], [-1.6, -0.6, -0.5], [-0.1, 0.4, -0.7], [-1.1, 0.8, -0.1], [0.2, 0.8, 0.0], [-0.3, 0.3, -0.1], [-0.1, 0.2, 0.5], [0.2, 0.1, -0.2], [0.4, -0.2, -0.2], [0.3, 0.0, -0.5], [0.4, 0.3, -0.6], [0.7, -0.1, -0.3], [0.2, 0.3, 0.5]],
  "mulliken_charge": [0.03, -0.83, -0.43, 0.86, -0.63, 0.10, -1.03, 0.00, -0.76, 0.96, 0.22, -1.56, -1.28, 0.04, 0.26, 0.55, 0.23, -1.33, -1.20, 0.35, 0.60, -1.09, -0.22, -0.66, 1.15, -0.47, -0.81, -0.71, -0.07, 0.39, 0.25, 0.22, 1.45, -1.02, -0.26, -0.83, 1.06, -0.47, -0.83, -0.80, 0.02, -0.53, -1.43, -0.84, -0.23, 0.72, -1.31, -1.09, 0.81, -0.89, -0.47, -0.73, 1.19, -0.47, -0.82, -0.79, 0.48, 0.26, 0.31, 0.34, 0.37, 0.43, 0.39, 0.41, 0.60, 0.46, 0.46, 0.53, 0.39, 0.42, 0.23, 0.35, 0.27, 0.39, 0.54, 0.56, 0.34, 0.25, 0.31, 0.33, 0.39, 0.59, 0.56, 0.45, 0.41, 0.40, 0.42, 0.31, 0.27, 0.30, 0.31, 0.47, 0.54, -0.69, 0.94, -0.66, -1.56, 0.92, -1.14, 1.26, -1.46, -0.89, -0.31, 1.39, -1.49, -1.10, 0.32, 0.39, 0.30, 0.25, 0.37, 0.24, 0.36, 0.29, 0.33, 0.37, 0.19],
  "total_charge": -2,
  "multiplicity": 5,
  "orbital_gap_ev": [4.31, 4.16],
  "homo_ha": [-0.0308, -0.0332]
}

{
  "formula": "C58H49BaClN6O5SSb",
  "method": "ωB97M-V/def2-TZVPD",
  "species": ["Ba", "O", "C", "C", "C", "C", "C", "C", "C", "N", "C", "C", "N", "C", "C", "C", "C", "C", "C", "C", "O", "H", "H", "H", "H", "H", "H", "H", "H", "H", "H", "H", "H", "H", "H", "S", "N", "C", "C", "C", "C", "C", "N", "C", "C", "N", "C", "C", "C", "C", "C", "N", "H", "H", "H", "H", "H", "H", "C", "C", "C", "C", "C", "C", "C", "Sb", "C", "C", "C", "C", "C", "C", "C", "C", "C", "C", "C", "C", "C", "C", "H", "H", "H", "H", "H", "H", "H", "H", "H", "H", "H", "H", "H", "H", "H", "H", "H", "H", "H", "H", "H", "C", "C", "C", "C", "Cl", "C", "C", "C", "O", "C", "C", "O", "O", "H", "H", "H", "H", "H", "H", "H", "H"],
  "xyz": [[0.264, -0.978, -0.350], [-1.680, -0.261, 0.438], [-2.491, -1.231, 0.625], [-3.660, -1.366, -0.180], [-4.566, -2.379, 0.010], [-4.383, -3.316, 1.033], [-3.275, -3.204, 1.845], [-2.307, -2.208, 1.659], [-1.167, -2.160, 2.556], [-0.108, -1.484, 2.371], [0.899, -1.487, 3.403], [2.283, -1.787, 2.841], [2.778, -0.636, 2.106], [3.477, -0.798, 1.057], [3.841, -2.054, 0.364], [5.183, -2.343, 0.134], [5.579, -3.517, -0.483], [4.599, -4.413, -0.911], [3.263, -4.132, -0.733], [2.821, -2.945, -0.093], [1.570, -2.683, 0.066], [-3.806, -0.619, -0.952], [-5.441, -2.448, -0.628], [-5.105, -4.106, 1.194], [-3.133, -3.911, 2.657], [-1.275, -2.757, 3.478], [0.661, -2.195, 4.214], [0.960, -0.479, 3.824], [2.257, -2.708, 2.258], [2.957, -1.932, 3.694], [3.909, 0.120, 0.649], [5.935, -1.637, 0.477], [6.630, -3.734, -0.626], [4.895, -5.341, -1.389], [2.493, -4.812, -1.081], [-3.757, -0.662, -7.384], [-3.325, 0.522, -6.368], [-2.734, -0.051, -5.338], [-2.175, 0.628, -4.193], [-2.212, 2.015, -4.033], [-1.636, 2.572, -2.913], [-1.006, 1.723, -2.005], [-0.966, 0.415, -2.145], [-1.564, -0.151, -3.194], [-1.586, -1.616, -3.256], [-1.140, -2.294, -2.193], [-1.114, -3.610, -2.241], [-1.550, -4.348, -3.342], [-2.063, -3.672, -4.423], [-2.095, -2.276, -4.387], [-2.670, -1.479, -5.444], [-3.215, -1.939, -6.553], [-2.697, 2.617, -4.791], [-1.664, 3.639, -2.734], [-0.524, 2.117, -1.116], [-0.725, -4.103, -1.355], [-1.501, -5.428, -3.331], [-2.439, -4.184, -5.298], [-1.512, 4.590, 4.837], [-2.627, 3.597, 4.629], [-3.794, 3.766, 5.375], [-4.868, 2.897, 5.260], [-4.793, 1.833, 4.376], [-3.637, 1.650, 3.632], [-2.545, 2.513, 3.741], [-0.815, 1.850, 2.565], [-0.602, 3.691, 1.405], [-1.659, 4.601, 1.364], [-1.618, 5.721, 0.548], [-0.511, 5.938, -0.260], [0.525, 5.021, -0.258], [0.497, 3.889, 0.559], [1.653, 2.922, 0.484], [0.596, 2.356, 4.158], [1.652, 3.225, 3.900], [2.658, 3.440, 4.829], [2.620, 2.771, 6.042], [1.567, 1.911, 6.315], [0.550, 1.692, 5.390], [-0.598, 0.789, 5.764], [-1.921, 5.560, 5.126], [-0.915, 4.714, 3.939], [-0.847, 4.253, 5.635], [-3.855, 4.601, 6.065], [-5.760, 3.052, 5.854], [-5.626, 1.149, 4.268], [-3.579, 0.810, 2.944], [-2.537, 4.427, 1.975], [-2.449, 6.417, 0.538], [-0.464, 6.814, -0.897], [1.379, 5.175, -0.910], [1.986, 2.793, -0.546], [1.395, 1.935, 0.869], [2.509, 3.283, 1.058], [1.682, 3.759, 2.959], [3.472, 4.118, 4.603], [3.407, 2.917, 6.771], [1.537, 1.395, 7.269], [-0.297, 0.065, 6.523], [-0.983, 0.244, 4.900], [-1.425, 1.380, 6.168], [2.221, -0.078, -5.572], [2.221, -1.583, -5.518], [1.448, -2.282, -6.437], [1.416, -3.665, -6.448], [0.487, -4.492, -7.668], [2.126, -4.392, -5.512], [2.879, -3.706, -4.576], [2.947, -2.316, -4.567], [3.867, -1.803, -3.693], [3.614, -0.708, -2.812], [2.234, -0.665, -2.127], [1.400, -1.525, -2.443], [2.045, 0.272, -1.313], [1.682, 0.265, -6.456], [3.236, 0.321, -5.612], [1.727, 0.333, -4.689], [0.860, -1.735, -7.164], [2.088, -5.473, -5.506], [3.426, -4.233, -3.805], [3.774, 0.248, -3.320], [4.354, -0.802, -2.018]],
  "forces_ev_per_a": [[-0.1, 1.0, 2.2], [-3.5, 1.1, 1.1], [-0.8, 0.2, 0.4], [0.0, 0.0, 0.0], [0.1, 0.0, 0.0], [-0.1, -0.1, 0.1], [0.1, 0.0, 0.0], [-0.2, 0.1, -0.5], [0.2, 0.1, 0.4], [-0.1, -0.2, 0.5], [0.2, -0.1, 0.1], [-0.1, -0.1, 0.0], [0.1, 0.1, -0.1], [0.2, 0.2, 0.3], [-0.3, -0.3, 0.0], [0.0, 0.0, 0.0], [0.2, 0.0, 0.0], [0.0, 0.0, 0.0], [-0.1, 0.1, -0.1], [0.4, -0.3, 0.1], [2.3, -3.3, 1.0], [0.0, 0.0, 0.0], [0.0, 0.0, 0.0], [0.0, 0.0, 0.0], [0.0, 0.0, 0.0], [0.0, 0.0, 0.0], [0.0, 0.0, 0.0], [-0.1, 0.0, 0.1], [0.0, 0.0, 0.0], [0.0, 0.0, 0.0], [-0.1, 0.0, -0.1], [0.0, 0.0, 0.0], [0.0, 0.0, 0.0], [0.0, 0.0, 0.0], [0.0, 0.0, 0.0], [0.0, 0.0, 0.0], [0.0, 0.1, -0.1], [0.0, -0.4, -0.2], [0.1, 0.1, 0.3], [0.0, -0.1, 0.0], [0.0, 0.1, 0.0], [0.0, 0.0, 0.0], [-0.7, 0.5, -1.2], [-0.2, 0.5, -0.3], [-0.2, -0.5, -0.3], [-0.5, -0.2, -0.7], [0.0, -0.1, 0.1], [0.0, 0.0, 0.0], [0.1, 0.1, 0.0], [0.2, -0.1, 0.3], [-0.1, 0.4, -0.1], [0.0, -0.1, -0.1], [0.0, 0.0, 0.0], [0.0, 0.0, 0.0], [0.0, 0.1, 0.0], [0.0, 0.0, 0.0], [0.0, 0.0, 0.0], [0.0, 0.0, 0.0], [-0.1, -0.1, 0.0], [0.0, 0.1, 0.0], [0.0, 0.0, 0.0], [0.0, 0.0, 0.0], [-0.1, 0.0, 0.0], [0.0, 0.0, -0.1], [0.2, -0.1, -0.2], [0.0, 0.8, 0.7], [0.0, -0.3, 0.1], [0.0, 0.0, 0.0], [0.0, 0.0, 0.0], [0.0, 0.0, 0.0], [0.0, 0.0, 0.0], [0.1, 0.0, 0.0], [0.0, 0.1, -0.1], [0.0, -0.1, -0.3], [0.0, 0.0, 0.0], [0.0, 0.0, 0.0], [0.0, 0.0, 0.0], [0.0, 0.0, 0.0], [-0.1, 0.0, 0.0], [0.1, 0.1, 0.0], [0.0, 0.0, 0.0], [0.1, 0.0, 0.0], [0.1, 0.0, 0.0], [0.0, 0.0, 0.0], [0.0, 0.0, 0.0], [0.0, 0.0, 0.0], [0.0, 0.0, 0.0], [0.0, 0.0, 0.0], [0.0, 0.0, 0.0], [0.0, 0.0, 0.0], [0.0, 0.0, 0.0], [0.0, -0.1, 0.0], [0.1, -0.1, 0.0], [0.0, 0.0, 0.0], [0.0, 0.0, 0.1], [0.0, 0.0, 0.0], [0.0, 0.0, 0.0], [0.0, 0.0, 0.0], [0.0, 0.0, 0.0], [0.0, -0.1, 0.0], [0.0, 0.0, 0.0], [0.1, -0.1, 0.1], [0.0, 0.1, 0.2], [-0.1, -0.1, 0.0], [0.1, 0.1, 0.1], [-0.1, -0.1, -0.1], [0.0, 0.0, 0.0], [0.0, 0.1, 0.1], [0.1, -0.1, -0.1], [-0.2, 0.1, 0.1], [-0.2, 0.1, 0.1], [1.1, 0.1, -1.5], [0.6, -0.3, -1.6], [1.6, 1.3, -0.7], [0.0, 0.0, 0.0], [0.0, 0.0, 0.0], [0.0, 0.1, 0.0], [0.1, 0.0, 0.0], [0.0, 0.0, 0.0], [0.0, 0.0, 0.0], [0.0, 0.0, 0.0], [0.1, 0.0, -0.1]],
  "mulliken_charge": [2.25, -0.34, 1.05, -1.31, -0.51, -0.95, -0.64, 1.01, -0.87, 1.11, -0.64, -0.44, -0.30, -1.11, 1.36, -0.15, -0.84, -0.41, -0.96, 0.47, -1.13, 0.47, 0.41, 0.35, 0.39, 0.12, 0.56, -0.41, 0.27, 0.43, 0.27, 0.43, 0.35, 0.43, 0.27, 0.06, -0.74, 0.88, 0.52, -0.73, -0.86, -1.18, 0.93, -0.54, -0.52, 0.65, -0.93, -1.25, -0.53, 0.64, 0.82, -0.71, 0.53, 0.57, 0.78, 0.56, 0.49, 0.54, -1.25, 1.08, -0.70, -0.63, -0.79, -1.04, 0.42, -0.37, 1.37, -0.63, -0.79, -0.84, -0.76, 0.39, -1.65, 1.00, -0.44, -1.02, -0.69, -0.83, 0.97, -1.46, 0.53, -0.05, 0.26, 0.41, 0.36, 0.46, 0.54, 0.49, 0.43, 0.38, 0.43, 0.46, -0.11, 0.51, 0.34, 0.42, 0.37, 0.40, 0.51, 0.05, 0.32, -1.40, 1.76, -1.01, 0.30, -0.28, -0.98, -0.21, 0.07, -0.58, -1.70, 1.43, -0.41, -0.75, 0.43, 0.32, 0.14, 0.34, 0.46, 0.46, 0.34, 0.47],
  "total_charge": -1,
  "orbital_gap_ev": 5.94,
  "homo_ha": -0.1662
}

Number 1: electronic energy -4200.9304 hartree. Number 2: electronic energy -4068.6185 hartree.